Entry 1:
This record from the Open Molecules 2025 dataset describes a structure of composition C18H26ClIrNO3PTe. The level of theory is wB97M-V/def2-TZVPD.

Geometry (Å):
1 Ir -0.56416 0.92949 1.52123
2 C -3.92536 2.79690 3.17822
3 P -3.54697 1.06727 2.92074
4 C -5.08154 0.18686 2.71228
5 C -2.73712 0.47940 4.40359
6 O -2.67219 0.82985 1.67107
7 H -4.60832 2.89460 4.02349
8 H -4.40932 3.21664 2.29633
9 H -3.01696 3.35974 3.39753
10 H -5.73095 0.35861 3.57156
11 H -4.88301 -0.88109 2.62324
12 H -5.58889 0.53573 1.81262
13 H -3.36356 0.67759 5.27458
14 H -1.78757 0.99957 4.54580
15 H -2.56198 -0.59466 4.33613
16 C -0.96974 6.25985 -1.76990
17 C -0.90352 4.98393 -0.99679
18 C 0.30624 4.37765 -0.67770
19 C 0.33482 3.18915 0.02099
20 N -0.80033 2.58871 0.43291
21 C -1.98970 3.14500 0.11552
22 C -2.06456 4.32263 -0.58409
23 H -0.02460 6.79636 -1.73561
24 H -1.76260 6.90574 -1.39536
25 H -1.19529 6.04124 -2.81639
26 H 1.24808 4.82198 -0.96979
27 H 1.27019 2.69148 0.26391
28 H -2.86698 2.60553 0.42906
29 H -3.03925 4.73294 -0.81308
30 Cl 5.93043 0.24302 6.72610
31 C 4.91680 0.48212 5.35712
32 C 3.55868 0.20918 5.45887
33 C 2.74743 0.39358 4.35531
34 C 3.28781 0.86677 3.16151
35 C 4.65232 1.14139 3.07371
36 C 5.47036 0.94249 4.16827
37 C 2.45880 1.12996 1.97144
38 O 2.80252 1.81728 1.03899
39 O 1.24813 0.53044 1.97070
40 H 3.15384 -0.14824 6.39490
41 H 1.69267 0.16326 4.42118
42 H 5.06128 1.50978 2.14331
43 H 6.53097 1.14187 4.11207
44 C -2.51970 -0.19850 -1.35716
45 Te -0.56976 -0.46560 -0.59466
46 C -0.95982 -2.34973 0.28104
47 H -2.67525 -1.01856 -2.05660
48 H -2.55824 0.74957 -1.88744
49 H -3.23819 -0.22730 -0.54425
50 H -1.70999 -2.22823 1.05801
51 H -0.02863 -2.73902 0.68429
52 H -1.33038 -3.00403 -0.50619

Results
**Charge**: +2
**Largest force on an atom**: 0.00956 Eh/bohr
**ΔE to the lowest compared entry with this formula, charge and spin**: 150.60 kJ/mol
**Orbital gap**: 5.62 eV
**E_LUMO**: -7.8 eV
**E_tot**: -58650.300 eV
**M**: 690.7 g/mol

Atom charges from the Löwdin analysis, given in e for atoms 1 to 8:
1 Ir 1.07
2 C -0.15
3 P 0.61
4 C -0.14
5 C -0.16
6 O -0.59
7 H 0.08
8 H 0.07

Entry 2:
This record from the Open Molecules 2025 dataset describes the molecule C18H26ClN3O2. The level of theory is wB97M-V/def2-TZVPD.

Geometry (Å):
1 C 1.62601 2.55482 5.36699
2 O 0.79862 1.91300 4.42713
3 C 1.37466 1.04560 3.54011
4 C 2.72929 0.77898 3.44855
5 C 3.21510 -0.12538 2.51303
6 C 2.32523 -0.78509 1.69049
7 Cl 2.90402 -1.93139 0.53083
8 C 0.96253 -0.54974 1.77514
9 C 0.47424 0.38798 2.67293
10 N -0.87300 0.69410 2.78501
11 C -1.93249 0.22149 2.00711
12 O -2.94807 -0.18025 2.53855
13 N -1.76244 0.26140 0.66039
14 C -0.91072 1.18182 -0.05861
15 C -0.31461 0.51055 -1.29894
16 N -1.38605 0.01887 -2.14504
17 C -1.00785 -0.51324 -3.46026
18 C 0.26152 0.10307 -4.05028
19 C 0.55121 -0.48876 -5.42872
20 C -0.60943 -0.24455 -6.38531
21 C -1.88892 -0.83720 -5.80750
22 C -2.16973 -0.25119 -4.42827
23 C -2.17491 -0.94265 -1.39391
24 C -2.81218 -0.26347 -0.18714
25 H 0.95898 3.15851 5.98025
26 H 2.35690 3.20709 4.87895
27 H 2.14797 1.83217 6.00192
28 H 3.43187 1.27666 4.09691
29 H 4.27361 -0.31369 2.44051
30 H 0.27491 -1.09969 1.15499
31 H -1.15482 0.95944 3.72061
32 H -1.52144 2.03222 -0.39295
33 H -0.11358 1.55112 0.58369
34 H 0.37305 -0.29501 -0.98862
35 H 0.25642 1.26646 -1.83672
36 H -0.84091 -1.60374 -3.38622
37 H 1.11675 -0.09242 -3.40157
38 H 0.13206 1.18330 -4.14164
39 H 1.46501 -0.04346 -5.82773
40 H 0.71952 -1.56393 -5.33141
41 H -0.39287 -0.69195 -7.35747
42 H -0.74033 0.82991 -6.53130
43 H -2.73082 -0.63427 -6.47241
44 H -1.78148 -1.92153 -5.72565
45 H -2.31064 0.82818 -4.50461
46 H -3.09237 -0.67627 -4.03214
47 H -1.55197 -1.78935 -1.04910
48 H -2.96427 -1.34016 -2.03193
49 H -3.46079 0.55136 -0.53177
50 H -3.40565 -0.96835 0.39586

Results
**Largest force on an atom**: 0.01054 Eh/bohr
**SMILES string**: COc1ccc(Cl)cc1NC(=O)N1CCN(C2CCCCC2)CC1
**ΔE to the lowest compared entry with this formula, charge and spin**: 58.32 kJ/mol
**Orbital gap**: 8.88 eV
**E_LUMO**: 0.7 eV
**E_tot**: -40176.588 eV
**M**: 351.9 g/mol

Atom charges from the Löwdin analysis, given in e for atoms 1 to 8:
1 C -0.08
2 O -0.09
3 C -0.21
4 C -0.02
5 C -0.11
6 C -0.67
7 Cl 0.67
8 C -0.06

Entry 3:
This record from the Open Molecules 2025 dataset describes the molecule C18H26ClN3O3S in a non-equilibrium geometry. The level of theory is wB97M-V/def2-TZVPD.

Geometry (Å):
1 O -3.40103 -2.23878 -0.88974
2 C -2.24101 -1.97095 -0.64761
3 N -1.65548 -0.81350 -1.00937
4 C -2.43353 0.26354 -1.58875
5 C -3.25629 0.98105 -0.54795
6 C -4.62594 0.76763 -0.46480
7 C -5.38882 1.39580 0.50341
8 C -4.78607 2.25138 1.40931
9 C -3.42088 2.46945 1.35105
10 C -2.66404 1.83338 0.38009
11 Cl -0.93902 2.09853 0.35868
12 C -1.31945 -2.96521 0.06415
13 C -1.10924 -2.56200 1.53021
14 C -0.24729 -1.30507 1.69561
15 N 0.71578 -1.16171 0.59998
16 S 2.01667 -0.19911 1.06919
17 O 2.90405 -0.95087 1.90236
18 O 1.46677 1.01102 1.59541
19 N 2.73318 0.00219 -0.41862
20 C 4.18252 0.07889 -0.40910
21 C 4.67321 1.47217 -0.02146
22 C 4.07172 2.51161 -0.96514
23 C 2.54846 2.42031 -0.92085
24 C 2.10024 0.99928 -1.25957
25 C 1.17059 -2.44786 0.10304
26 C 0.03471 -3.14719 -0.64755
27 H -0.73458 -0.61118 -0.63987
28 H -1.74784 0.95937 -2.07609
29 H -3.10400 -0.17845 -2.33039
30 H -5.08832 0.08579 -1.16150
31 H -6.45176 1.21535 0.55218
32 H -5.37417 2.74672 2.16700
33 H -2.93855 3.12733 2.05686
34 H -1.86840 -3.91212 0.05755
35 H -2.07682 -2.39261 2.00450
36 H -0.63089 -3.39918 2.04208
37 H 0.29071 -1.35111 2.65143
38 H -0.86120 -0.40202 1.70515
39 H 4.52880 -0.66906 0.30394
40 H 4.53285 -0.18633 -1.41251
41 H 5.76322 1.50082 -0.05959
42 H 4.35381 1.67728 1.00258
43 H 4.39439 3.51328 -0.67676
44 H 4.42150 2.32347 -1.98403
45 H 2.09801 3.12057 -1.62635
46 H 2.19766 2.66164 0.08337
47 H 1.02490 0.89030 -1.12063
48 H 2.34900 0.75724 -2.29871
49 H 1.53668 -3.06394 0.93388
50 H 2.01178 -2.24967 -0.56191
51 H -0.03296 -2.74955 -1.66090
52 H 0.27639 -4.20795 -0.72331

Results
**Largest force on an atom**: 0.01996 Eh/bohr
**SMILES string**: O=C(NCc1ccccc1Cl)C1CCN(S(=O)(=O)N2CCCCC2)CC1
**ΔE to the lowest compared entry with this formula, charge and spin**: 0.00 kJ/mol
**Orbital gap**: 9.77 eV
**E_LUMO**: 0.7 eV
**E_tot**: -53059.443 eV
**M**: 399.9 g/mol

Atom charges from the Löwdin analysis, given in e for atoms 1 to 8:
1 O 0.07
2 C -0.47
3 N 0.09
4 C -0.14
5 C -0.22
6 C -0.03
7 C -0.08
8 C -0.08

Entry 4:
This record from the Open Molecules 2025 dataset describes a structure of composition C18H26CoN3O4SSi. The level of theory is wB97M-V/def2-TZVPD.

Geometry (Å):
1 Co -0.30758 0.57236 0.34824
2 O 1.77281 2.23428 -2.99200
3 C 1.00195 1.78690 -2.01309
4 O 1.28238 1.85004 -0.83924
5 C -0.27402 1.16701 -2.49313
6 C -0.67757 1.18469 -3.81793
7 C -1.85386 0.53704 -4.15295
8 C -2.57114 -0.10207 -3.15230
9 C -2.10266 -0.05894 -1.84868
10 N -0.97152 0.57034 -1.53286
11 C -2.79767 -0.67100 -0.65576
12 O -3.91023 -1.36954 -0.83705
13 O -2.35436 -0.51825 0.45312
14 H 2.58379 2.60398 -2.60665
15 H -0.07200 1.68606 -4.55858
16 H -2.20589 0.52215 -5.17479
17 H -3.48587 -0.61801 -3.41199
18 H -4.17508 -1.44086 -1.76158
19 C 0.36459 1.70708 3.87792
20 C 0.72485 0.35007 3.35805
21 C 1.30199 -0.58720 4.19228
22 C 1.64922 -1.83363 3.67642
23 C 1.44067 -2.12458 2.34959
24 C 0.87177 -1.13125 1.53800
25 N 0.50642 0.06858 2.06604
26 N 0.58464 -1.15282 0.21579
27 Si 1.43662 -2.19588 -0.88524
28 C 0.96598 -3.99588 -0.66899
29 C 3.28032 -1.98946 -0.64539
30 C 1.03132 -1.75893 -2.66651
31 H -0.52829 1.66009 4.50391
32 H 0.19249 2.39216 3.05516
33 H 1.17242 2.09890 4.49476
34 H 1.48328 -0.34146 5.22882
35 H 2.09228 -2.57754 4.32655
36 H 1.70196 -3.08619 1.93380
37 H 1.36593 -4.43760 0.24459
38 H 1.36224 -4.57796 -1.50501
39 H -0.11842 -4.12636 -0.65460
40 H 3.59027 -2.28396 0.35896
41 H 3.57907 -0.94861 -0.79108
42 H 3.83475 -2.60585 -1.35719
43 H -0.04002 -1.71817 -2.87560
44 H 1.44637 -2.54897 -3.29699
45 H 1.49840 -0.82630 -2.99135
46 C -2.69875 2.31697 2.10802
47 S -1.65480 2.48070 0.64945
48 C -0.77926 4.02200 0.97772
49 H -3.49084 3.06060 2.05687
50 H -2.11346 2.44556 3.01296
51 H -3.12746 1.31771 2.08480
52 H -0.25163 3.98881 1.92595
53 H -1.49459 4.84147 0.97637
54 H -0.06179 4.16173 0.17240

Results
**Charge**: +1
**<S²>**: 0.758
**Largest force on an atom**: 0.00320 Eh/bohr
**ΔE to the lowest compared entry with this formula, charge and spin**: 0.00 kJ/mol
**Orbital gap (alpha / beta)**: 6.19 / 6.18 eV
**E_LUMO (alpha / beta)**: -3.9 / -3.9 eV
**E_tot**: -88086.542 eV
**M**: 467.5 g/mol
**Spin multiplicity**: 2

Atom charges from the Löwdin analysis, given in e for atoms 1 to 8:
1 Co 0.39
2 O 0.16
3 C -0.45
4 O 0.11
5 C -0.17
6 C 0.05
7 C 0.01
8 C 0.04

Entry 5:
This record from the Open Molecules 2025 dataset describes a structure of composition C18H26GeN6S2Zn. The level of theory is wB97M-V/def2-TZVPD.

Geometry (Å):
1 Zn 1.65855 -0.21510 -0.10783
2 N -1.14875 -3.54331 0.11856
3 C -0.50169 -2.36539 -0.00274
4 S 0.98238 -2.38378 -0.92525
5 N -1.08079 -1.33475 0.56894
6 N -0.37548 -0.18704 0.40688
7 C -0.97664 0.92905 0.53742
8 C -0.21015 2.14830 0.26139
9 C -0.72361 3.41201 0.51577
10 C 0.05979 4.51563 0.22764
11 C 1.32960 4.32499 -0.29500
12 C 1.76410 3.02747 -0.51164
13 N 1.00993 1.96561 -0.25483
14 H -0.82417 -4.34234 -0.39225
15 H -2.07090 -3.54314 0.52140
16 H -2.02700 0.98308 0.80624
17 H -1.71934 3.51853 0.92375
18 H -0.31609 5.51351 0.41005
19 H 1.97320 5.16002 -0.53190
20 H 2.75383 2.82419 -0.90465
21 C 2.26886 -1.52675 3.22455
22 Ge 3.18645 0.10530 2.63934
23 C 4.87241 0.28269 3.62923
24 C 2.04260 1.63829 3.09413
25 C 3.44566 0.04082 0.71116
26 H 2.15278 -1.54803 4.30909
27 H 2.83141 -2.41142 2.92304
28 H 1.27480 -1.59170 2.77578
29 H 4.69440 0.31339 4.70527
30 H 5.39006 1.19851 3.34071
31 H 5.52881 -0.56106 3.41310
32 H 2.01622 1.79169 4.17402
33 H 1.01977 1.46743 2.75344
34 H 2.40905 2.55569 2.62899
35 H 4.11566 -0.78545 0.46351
36 H 3.92321 0.97054 0.38836
37 N 0.25264 0.46710 -2.93411
38 C -1.09369 0.32404 -2.81028
39 S -2.08059 1.66797 -2.74503
40 N -1.49392 -0.96137 -2.74877
41 C -2.81577 -1.45858 -2.58321
42 C -3.23340 -2.47720 -3.42951
43 C -4.48755 -3.04692 -3.26239
44 C -5.32816 -2.58965 -2.25944
45 C -4.90630 -1.56900 -1.41862
46 C -3.64917 -1.00627 -1.56975
47 H 0.58423 1.39479 -3.12914
48 H 0.83592 -0.31979 -3.16971
49 H -0.75611 -1.65330 -2.67062
50 H -2.57373 -2.81435 -4.21922
51 H -4.80901 -3.84071 -3.92376
52 H -6.31056 -3.02544 -2.13296
53 H -5.55685 -1.21258 -0.63044
54 H -3.30687 -0.22623 -0.90870

Results
**Largest force on an atom**: 0.00150 Eh/bohr
**ΔE to the lowest compared entry with this formula, charge and spin**: 0.00 kJ/mol
**Orbital gap**: 7.68 eV
**E_LUMO**: -0.4 eV
**E_tot**: -154634.662 eV
**M**: 528.6 g/mol

Atom charges from the Löwdin analysis, given in e for atoms 1 to 8:
1 Zn 0.50
2 N 0.08
3 C -0.87
4 S 0.59
5 N 0.00
6 N -0.09
7 C -0.10
8 C -0.30

Entry 6:
This record from the Open Molecules 2025 dataset describes a structure of composition C18H26N2O3 in a non-equilibrium geometry. The level of theory is wB97M-V/def2-TZVPD.

Geometry (Å):
1 C -6.32850 -2.20092 -0.96963
2 C -6.35457 -1.85486 0.41943
3 C -5.23724 -0.83047 0.89049
4 C -5.45141 0.46432 0.32401
5 O -4.50831 1.18962 0.73628
6 C -3.30165 1.20965 0.49795
7 C -2.42532 1.99825 1.27110
8 C -1.03049 2.17980 0.61796
9 C -0.59590 1.38845 -0.40192
10 C -1.41112 0.49514 -0.97516
11 C -2.84275 0.70304 -0.57719
12 H -3.54995 -0.05458 -1.24305
13 H -1.11133 -0.26685 -1.89772
14 N 0.82943 1.46395 -0.65182
15 C 1.71268 2.31232 -0.50358
16 O 1.47755 3.30732 0.39167
17 C 3.08860 1.76785 -0.95699
18 C 2.83626 0.40780 -1.30836
19 H 3.47935 0.31916 -2.39212
20 C 3.38975 -0.43228 -0.18627
21 O 2.67723 -1.26612 0.21518
22 N 4.63028 -0.26805 0.03509
23 H 5.26636 0.41559 -0.61264
24 C 5.42483 -1.05664 1.05665
25 C 6.58582 -1.75713 -0.02665
26 H 7.19370 -2.50190 0.94752
27 H 6.17324 -2.77982 -0.53189
28 H 7.34624 -1.11132 -0.30315
29 C 5.98041 -0.18410 2.03610
30 H 6.60233 -0.74404 2.77762
31 H 5.27361 0.54660 2.32776
32 H 6.74313 0.50738 1.33814
33 H 4.78932 -1.73320 1.37350
34 C 1.33221 0.18412 -1.53191
35 H 1.00522 -0.72677 -1.11646
36 H 1.06809 0.62199 -2.51294
37 H 3.88986 2.12374 -0.47697
38 H 3.21176 2.58093 -1.62043
39 H -0.34594 2.85301 1.27858
40 H -2.81341 2.86982 2.00733
41 H -5.37637 0.41718 -0.58386
42 H -6.60229 1.00956 0.88781
43 H -4.52149 -1.38688 0.68815
44 H -5.49121 -0.98822 2.03296
45 H -7.58186 -1.31216 0.52929
46 H -6.31945 -2.83057 0.99689
47 H -5.32344 -2.75284 -1.21272
48 H -7.01313 -3.06701 -1.29737
49 H -6.47016 -1.22990 -1.78667

Results
**Largest force on an atom**: 0.24350 Eh/bohr
**ΔE to the lowest compared entry with this formula, charge and spin**: 1656.35 kJ/mol
**Orbital gap**: 8.59 eV
**E_LUMO**: 0.4 eV
**E_tot**: -28195.640 eV
**M**: 318.4 g/mol

Atom charges from the Löwdin analysis, given in e for atoms 1 to 8:
1 C -0.22
2 C -0.32
3 C -0.18
4 C -0.30
5 O 0.02
6 C -0.48
7 C 0.10
8 C 0.03